#1
ORCA calculation (ωB97M-V/def2-TZVPD) on a cluster of 2 separate species, C3H8NO4 in total.

Each atom is followed by the atoms it is bonded to, with distances in Å.
Geometry (Å):
1 C -0.396 0.193 1.064  C2 1.570, N4 1.418, H8 1.079, H9 1.096
2 C -1.233 0.583 -0.205  C1 1.570, O3 1.425, H10 1.098, H11 1.089
3 O -0.371 1.238 -1.131  C2 1.425, H12 0.975
4 N 0.745 1.002 1.296  C1 1.418, C5 1.449, H13 0.997
5 C 1.972 0.633 0.620  N4 1.449, O6 1.238, O7 1.263
6 O 3.018 1.087 1.102  C5 1.238
7 O 1.828 -0.162 -0.351  C5 1.263
8 H -0.063 -0.813 0.864  C1 1.079
9 H -1.044 -0.016 1.922  C1 1.096
10 H -1.610 -0.337 -0.670  C2 1.098
11 H -2.085 1.233 -0.010  C2 1.089
12 H 0.339 0.580 -1.250  O3 0.975
13 H 0.715 1.809 1.881  N4 0.997
14 H -0.433 -1.597 -1.972  O16 0.959
15 H -0.414 -3.080 -1.435  O16 0.957
16 O -0.967 -2.354 -1.723  H14 0.959, H15 0.957

Summary:
- Orbital gap: 7.76 eV
- 2S+1: 1
- Net charge: -1
- LUMO energy: 3.65 eV


#2
ORCA calculation (ωB97M-V/def2-TZVPD) on a cluster of 2 separate species, C3H8NO4 in total.

Each atom is followed by the atoms it is bonded to, with distances in Å.
Geometry (Å):
1 O -2.133 2.319 -0.402  C2 1.258
2 C -0.899 2.099 -0.297  O1 1.258, O3 1.242, C4 1.576
3 O 0.132 2.790 -0.334  C2 1.242
4 C -0.651 0.559 -0.071  C2 1.576, C5 1.541, N7 1.482, H8 1.101
5 C 0.181 0.170 1.166  C4 1.541, O6 1.455, H9 1.102, H10 1.089
6 O -0.091 -1.204 1.562  C5 1.455, H11 0.965
7 N 0.089 0.097 -1.269  C4 1.482, H12 1.010, H13 1.008
8 H -1.572 -0.030 0.057  C4 1.101
9 H -0.215 0.786 1.989  C5 1.102
10 H 1.266 0.142 1.082  C5 1.089
11 H -1.040 -1.350 1.472  O6 0.965
12 H 0.977 0.575 -1.316  N7 1.010
13 H -0.468 0.143 -2.108  N7 1.008
14 H 1.385 -1.980 -1.200  O16 0.977
15 H 1.382 -2.408 0.277  O16 0.975
16 O 1.657 -2.708 -0.609  H14 0.977, H15 0.975

Summary:
- Orbital gap: 7.70 eV
- 2S+1: 1
- Net charge: -1
- LUMO energy: 3.71 eV


#1 has the most favorable energy; the next structure is 0.140 eV above.